[1]
C29H63F6O19P3Pb as an isolated structure. Source: OMol25; level of theory: wB97M-V/def2-TZVPD.

Charge ... 0
Relative energy (zero: lowest compared OMol25 entry of this formula, charge and spin) ... 0.0 kcal per mole
Electronic energy ... -4388.81328 Ha
HOMO energy ... -7.76 eV
Gap between HOMO and LUMO ... 8.219 eV
LUMO level ... 0.4620 eV

Last column: Löwdin charge in e.
Geometry (Å):
Pb 0.663 0.280 -0.273  1.68
C 3.376 -1.132 -0.761  -0.52
O 2.957 0.044 -1.478  -0.23
O 2.284 -1.636 -0.229  -0.24
C 4.226 -2.038 -1.652  -0.57
F 4.543 -3.170 -0.960  0.11
F 3.645 -2.424 -2.763  0.17
F 5.415 -1.484 -1.963  0.12
C 3.855 1.109 -1.825  -0.23
C 3.228 1.939 -2.937  -0.06
H 2.145 1.941 -2.846  0.07
H 3.590 2.959 -2.809  0.06
H 3.558 1.554 -3.902  0.07
H 4.831 0.741 -2.144  0.11
H 4.011 1.685 -0.904  0.12
H 4.101 -0.799 0.024  0.16
C 1.317 4.031 -0.234  -0.54
O 1.354 4.169 -1.681  -0.11
O 1.031 2.832 0.090  -0.25
C 2.601 4.621 0.355  -0.55
F 2.852 4.202 1.589  0.14
F 3.687 4.306 -0.390  0.13
F 2.552 5.969 0.422  0.11
C 1.375 5.452 -2.222  -0.30
C 1.893 5.396 -3.653  -0.07
H 2.974 5.278 -3.711  0.07
H 1.461 4.544 -4.184  0.07
H 1.580 6.321 -4.144  0.07
H 1.993 6.182 -1.684  0.11
H 0.347 5.855 -2.213  0.12
H 0.479 4.751 0.003  0.14
C -1.553 3.539 4.008  -0.06
C -0.276 2.901 3.463  -0.23
O 0.174 1.836 4.353  -0.16
P 0.920 0.601 3.704  0.36
O 0.706 0.503 2.272  -0.29
O 0.433 -0.639 4.520  -0.18
C 0.735 -0.762 5.936  -0.24
C 1.128 -2.192 6.217  -0.06
O 2.420 0.708 4.150  -0.15
C 3.067 1.957 3.801  -0.26
C 3.315 2.837 4.990  -0.07
H -1.606 4.593 3.737  0.08
H -2.436 2.994 3.680  0.06
H -1.563 3.523 5.104  0.08
H -0.525 2.483 2.487  0.09
H 0.544 3.598 3.297  0.12
H 1.514 -0.077 6.259  0.12
H -0.212 -0.552 6.442  0.12
H 1.281 -2.318 7.290  0.08
H 0.386 -2.899 5.851  0.07
H 2.075 -2.428 5.725  0.09
H 4.052 1.652 3.421  0.13
H 2.667 2.484 2.935  0.09
H 3.941 3.669 4.656  0.09
H 2.382 3.255 5.369  0.07
H 3.882 2.313 5.756  0.08
C 0.017 -5.087 -2.861  -0.07
C 0.284 -3.757 -2.229  -0.21
O 0.573 -2.778 -3.284  -0.17
P -0.395 -1.583 -3.555  0.35
O -0.234 -0.490 -2.595  -0.30
O -1.859 -2.174 -3.557  -0.19
C -2.342 -2.957 -4.668  -0.25
C -3.782 -3.355 -4.462  -0.08
O -0.184 -1.249 -5.071  -0.17
C 1.151 -0.816 -5.472  -0.22
C 1.087 -0.472 -6.965  -0.06
H 0.550 -5.209 -3.809  0.09
H 0.393 -5.936 -2.279  0.08
H -1.036 -5.294 -3.062  0.07
H -0.593 -3.383 -1.701  0.09
H 1.123 -3.759 -1.540  0.11
H -2.339 -2.334 -5.573  0.12
H -1.666 -3.775 -4.920  0.12
H -4.219 -3.754 -5.373  0.08
H -3.830 -4.135 -3.693  0.07
H -4.370 -2.499 -4.139  0.08
H 1.547 -0.071 -4.786  0.11
H 1.814 -1.691 -5.384  0.12
H 0.593 -1.242 -7.543  0.07
H 0.425 0.407 -7.026  0.08
H 2.067 -0.170 -7.321  0.08
C -3.922 -2.554 -1.422  -0.07
C -3.418 -3.233 -0.168  -0.24
O -3.170 -2.239 0.838  -0.14
P -1.697 -2.106 1.365  0.32
O -0.684 -1.713 0.409  -0.29
O -1.825 -1.181 2.587  -0.16
C -2.696 -1.421 3.677  -0.25
C -3.392 -0.139 4.031  -0.05
O -1.402 -3.545 1.929  -0.17
C -0.216 -3.741 2.762  -0.24
C 0.688 -4.729 2.115  -0.06
H -3.122 -1.984 -1.904  0.07
H -4.308 -3.255 -2.166  0.05
H -4.706 -1.821 -1.228  0.08
H -4.172 -3.945 0.171  0.12
H -2.533 -3.815 -0.431  0.11
H -3.388 -2.226 3.444  0.12
H -2.044 -1.677 4.511  0.11
H -3.743 0.426 3.165  0.08
H -4.355 -0.381 4.505  0.08
H -2.813 0.470 4.718  0.07
H 0.294 -2.784 2.889  0.11
H -0.609 -4.098 3.714  0.12
H 1.155 -4.340 1.207  0.08
H 1.544 -4.911 2.775  0.09
H 0.192 -5.670 1.886  0.08
C -5.323 1.265 -0.366  -0.05
O -4.028 0.742 -0.233  0.01
C -2.948 1.505 -0.151  -0.60
O -1.879 1.052 0.122  0.03
O -3.181 2.797 -0.327  -0.01
C -2.020 3.675 -0.198  0.01
H -5.349 2.355 -0.436  0.09
H -5.898 0.978 0.510  0.10
H -5.798 0.948 -1.295  0.10
H -1.184 3.334 -0.797  0.08
H -1.810 3.818 0.860  0.09
H -2.385 4.644 -0.544  0.10

=====

[2]
C29H64BCl22FNbO3 as an isolated structure. Source: OMol25; level of theory: wB97M-V/def2-TZVPD.

Charge ... -1
Electronic energy ... -11675.07516 Ha
HOMO energy ... -5.13 eV
Gap between HOMO and LUMO ... 6.984 eV
LUMO level ... 1.8543 eV

Last column: Löwdin charge in e.
Geometry (Å):
C 3.756 0.256 1.977  -0.13
C 4.687 -0.717 1.224  -0.25
C 4.023 -1.247 -0.056  -0.26
C 2.998 -2.349 0.254  -0.31
C 1.893 -2.425 -0.828  -0.42
Nb -0.118 -1.654 -0.244  1.49
O -1.798 -0.716 0.440  -0.21
B -1.692 0.530 0.922  -1.04
O -2.327 1.583 0.241  0.11
O -1.007 0.873 2.099  0.09
C -0.266 -3.543 1.051  -0.47
C -0.264 -3.216 2.541  -0.16
F -1.483 -4.262 0.776  -0.20
H 4.217 1.228 2.143  0.00
H 3.516 -0.153 2.962  0.06
H 2.813 0.374 1.444  0.04
H 4.861 -1.586 1.866  0.10
H 5.638 -0.247 0.969  0.09
H 3.489 -0.442 -0.566  0.09
H 4.804 -1.651 -0.706  0.03
H 2.581 -2.104 1.238  0.05
H 3.503 -3.313 0.384  0.10
H 1.703 -3.485 -1.038  0.02
H 2.218 -1.949 -1.749  -0.04
H -0.957 -2.545 -1.646  -0.13
H 0.317 -0.294 -1.421  -0.10
H 0.799 -0.739 1.081  -0.05
H -2.577 2.227 0.902  0.07
H -0.168 1.265 1.872  0.06
H 0.539 -4.262 0.873  0.06
H 0.478 -2.446 2.759  0.04
H -0.019 -4.097 3.141  0.06
H -1.264 -2.841 2.766  -0.02
Cl 3.019 3.812 2.608  0.57
C 2.917 3.332 4.320  -0.64
C 4.206 3.537 5.074  -0.65
Cl 5.463 2.394 4.530  0.56
H 2.619 2.287 4.349  0.07
H 2.130 3.937 4.768  0.07
H 4.029 3.334 6.129  0.07
H 4.588 4.548 4.967  0.03
Cl -7.136 -1.127 1.612  0.52
C -5.585 -1.768 0.978  -0.67
C -4.925 -0.832 0.007  -0.64
Cl -5.867 -0.699 -1.517  0.52
H -5.795 -2.724 0.511  0.02
H -4.936 -1.943 1.837  0.01
H -3.939 -1.203 -0.253  0.06
H -4.813 0.168 0.415  0.06
Cl 7.486 -3.186 -0.738  0.55
C 8.016 -2.866 -2.411  -0.65
C 7.334 -1.661 -3.000  -0.70
Cl 5.590 -1.916 -3.271  0.58
H 7.823 -3.762 -2.995  0.06
H 9.090 -2.689 -2.378  0.07
H 7.776 -1.431 -3.969  0.07
H 7.417 -0.787 -2.363  -0.02
Cl -7.100 -5.824 -3.822  0.53
C -6.091 -4.583 -3.022  -0.65
C -5.660 -5.006 -1.645  -0.63
Cl -7.046 -5.090 -0.513  0.54
H -6.665 -3.661 -2.988  0.06
H -5.212 -4.429 -3.643  0.08
H -4.958 -4.276 -1.245  0.07
H -5.182 -5.981 -1.648  0.07
Cl 0.235 7.195 0.949  0.55
C -0.426 5.773 0.079  -0.69
C 0.403 4.537 0.291  -0.66
Cl 2.007 4.647 -0.480  0.53
H -0.492 6.036 -0.972  0.03
H -1.430 5.608 0.463  -0.04
H -0.105 3.682 -0.154  0.07
H 0.564 4.339 1.347  0.03
Cl -3.698 5.536 0.635  0.60
C -4.433 4.746 -0.792  -0.62
C -3.415 4.348 -1.826  -0.63
Cl -2.671 5.768 -2.620  0.57
H -5.168 5.433 -1.202  0.07
H -4.943 3.854 -0.433  0.07
H -3.901 3.766 -2.606  0.08
H -2.620 3.746 -1.394  0.05
Cl 9.723 1.533 -2.830  0.54
C 8.569 2.676 -3.573  -0.66
C 7.318 2.834 -2.749  -0.64
Cl 6.349 1.344 -2.732  0.62
H 8.338 2.308 -4.568  0.07
H 9.078 3.634 -3.659  0.07
H 6.699 3.622 -3.176  0.07
H 7.548 3.093 -1.719  0.07
Cl -12.926 -4.606 0.201  0.52
C -11.365 -5.199 -0.434  -0.66
C -10.719 -4.224 -1.380  -0.67
Cl -11.629 -4.061 -2.908  0.53
H -11.548 -6.155 -0.916  0.07
H -10.711 -5.354 0.423  0.07
H -9.723 -4.578 -1.635  0.03
H -10.635 -3.236 -0.937  0.07
Cl 2.631 0.268 -3.517  0.55
C 2.922 -0.353 -5.158  -0.68
C 2.048 -1.533 -5.504  -0.65
Cl 2.477 -3.002 -4.595  0.55
H 3.977 -0.605 -5.242  0.03
H 2.698 0.463 -5.844  0.07
H 2.174 -1.771 -6.560  0.07
H 1.000 -1.317 -5.310  0.07
Cl 3.101 10.610 4.087  0.52
C 3.397 9.580 2.658  -0.66
C 3.080 8.132 2.917  -0.68
Cl 4.217 7.385 4.071  0.55
H 4.435 9.711 2.368  0.07
H 2.755 9.950 1.861  0.07
H 3.156 7.569 1.989  0.06
H 2.077 8.007 3.315  0.05
Cl -3.503 -3.307 3.436  0.65
C -4.329 -4.871 3.251  -0.63
C -4.376 -5.649 4.539  -0.66
Cl -2.762 -6.204 5.058  0.54
H -3.807 -5.416 2.468  0.07
H -5.347 -4.665 2.919  0.07
H -4.990 -6.537 4.402  0.07
H -4.793 -5.051 5.344  0.06

=====

Question: Among the records above, which one has the highest charge?
Answer: C29H63F6O19P3Pb